[1]
Density functional theory data (wB97M-V/def2-TZVPD) for an isolated molecule of C4H6N2 in a non-equilibrium geometry.

Output
Structure (SMILES) = C1=N[C@@H]2C[C@@H]2N1
ΔE to the lowest compared entry with this formula, charge and spin = 97.54 kcal/mol
LUMO energy = 0.959 eV
Highest occupied orbital energy = -8.39 eV
Gap between HOMO and LUMO = 9.350 eV
Largest force on an atom = 7.001 eV Å⁻¹

The geometry in ORCA input format:
```
! RIJCOSX wB97M-V def2-TZVPD def2/J DEFGRID3
* xyz 0 1
C 0.4087 -0.1840 -0.7790
H -1.1606 -0.7933 0.4992
C -0.5084 1.0132 -0.3669
H 0.8323 -0.6386 -1.8303
N -0.0284 1.3022 0.8694
N 1.1958 -0.3956 0.3378
H 1.2964 -1.5406 0.5901
C -1.1610 -0.2908 -0.5919
C 0.5626 0.3217 1.4300
H 0.8696 0.0027 2.4684
H -0.4552 1.8595 -1.1458
H -1.8517 -0.6562 -1.4811
*
```

[2]
Density functional theory data (wB97M-V/def2-TZVPD) for a cluster of 2 separate species, C4H6N2 in total in a non-equilibrium geometry.

Output
Structure (SMILES) = CC#N.CC#N
ΔE to the lowest compared entry with this formula, charge and spin = 19.76 kcal/mol
LUMO energy = 0.475 eV
Highest occupied orbital energy = -11.56 eV
Gap between HOMO and LUMO = 12.036 eV
Largest force on an atom = 1.098 eV Å⁻¹

The geometry in ORCA input format:
```
! RIJCOSX wB97M-V def2-TZVPD def2/J DEFGRID3
* xyz 0 1
C 5.4870 -10.3521 -1.6105
N 4.8395 -8.3567 0.9102
N 6.1274 -10.9103 -4.0820
H 3.1247 -5.6485 0.7812
C 5.8396 -10.6723 -3.0007
H 4.5937 -9.7324 -1.6897
H 6.2763 -9.7254 -1.1994
C 4.1156 -7.5304 0.5951
H 2.1675 -7.0371 0.2381
H 5.3241 -11.2083 -0.9689
C 3.1366 -6.5449 0.1618
H 3.3716 -6.1922 -0.8411
*
```

[3]
Density functional theory data (wB97M-V/def2-TZVPD) for an isolated molecule of C4H6N2 in a non-equilibrium geometry.

Output
Structure (SMILES) = Nc1cc[nH]c1
ΔE to the lowest compared entry with this formula, charge and spin = 40.50 kcal/mol
LUMO energy = 1.134 eV
Highest occupied orbital energy = -7.64 eV
Gap between HOMO and LUMO = 8.778 eV
Largest force on an atom = 2.253 eV Å⁻¹

The geometry in ORCA input format:
```
! RIJCOSX wB97M-V def2-TZVPD def2/J DEFGRID3
* xyz 0 1
H 0.0576 1.7605 -1.1852
H -1.2051 2.0295 1.2149
H 1.6452 -0.2457 -2.0467
H 1.4068 -1.7850 -1.4858
N 0.9737 -0.8837 -1.6333
C -0.0419 1.0139 -0.4099
H -0.9967 -1.5949 0.6758
N -0.6084 0.0252 1.4701
C -0.6469 1.1917 0.8195
C 0.3369 -0.3457 -0.5123
H -0.8435 -0.1610 2.4331
C -0.0777 -1.0048 0.6598
*
```

[4]
Density functional theory data (wB97M-V/def2-TZVPD) for a structure of composition C4H6N2 in a non-equilibrium geometry.

Output
ΔE to the lowest compared entry with this formula, charge and spin = 85.06 kcal/mol
LUMO energy (alpha / beta) = -0.170 / -0.171 eV
Highest occupied orbital energy (alpha / beta) = -8.55 / -8.55 eV
Gap between HOMO and LUMO (alpha / beta) = 8.380 / 8.377 eV
Largest force on an atom = 1.089 eV Å⁻¹

The geometry in ORCA input format:
```
! RIJCOSX wB97M-V def2-TZVPD def2/J DEFGRID3
* xyz 0 1
H -2.0562 -0.4935 -0.5991
H 1.9527 0.1303 -0.5917
N 0.7052 -2.8092 1.4624
H 0.9698 0.9244 -1.8480
C 0.2651 -1.7530 1.2576
C 1.0897 0.7778 -0.7721
C -1.3872 0.3483 -0.4776
N -0.0874 0.1232 -0.2434
H -1.7592 1.3513 -0.7094
H -0.6773 0.1162 1.8159
C -0.2802 -0.4609 0.9908
H 1.2650 1.7453 -0.2854
*
```

[5]
Density functional theory data (wB97M-V/def2-TZVPD) for an isolated molecule of C4H6N2 in a non-equilibrium geometry.

Output
Structure (SMILES) = N#C[C@H]1CCN1
ΔE to the lowest compared entry with this formula, charge and spin = 40.71 kcal/mol
LUMO energy = 0.946 eV
Highest occupied orbital energy = -9.12 eV
Gap between HOMO and LUMO = 10.063 eV
Largest force on an atom = 1.122 eV Å⁻¹

The geometry in ORCA input format:
```
! RIJCOSX wB97M-V def2-TZVPD def2/J DEFGRID3
* xyz 0 1
C -1.0311 0.4560 -1.6568
H -1.2184 1.2457 0.2490
H -0.3967 -1.6753 -0.1589
N -1.4514 0.4382 -2.7350
N 0.8340 0.8161 -0.0019
H -1.1021 -0.9719 1.3239
H 1.8385 -1.0229 0.6436
C 1.0242 -0.3267 0.8752
C -0.3987 -0.8082 0.5055
H 1.4930 1.2662 -0.6093
C -0.5593 0.5322 -0.2636
H 1.1205 -0.0100 1.9213
*
```

[6]
Density functional theory data (wB97M-V/def2-TZVPD) for an isolated molecule of C4H6N2 in a non-equilibrium geometry.

Output
ΔE to the lowest compared entry with this formula, charge and spin = 44.23 kcal/mol
LUMO energy = 0.757 eV
Highest occupied orbital energy = -10.21 eV
Gap between HOMO and LUMO = 10.969 eV
Largest force on an atom = 1.194 eV Å⁻¹

The geometry in ORCA input format:
```
! RIJCOSX wB97M-V def2-TZVPD def2/J DEFGRID3
* xyz 0 1
H -0.3065 -1.8172 -0.1331
H 0.6451 -1.7979 1.3565
N -1.4583 0.5223 -1.0844
C 0.3380 0.1066 0.4776
H 0.0905 1.8974 -0.7669
C 0.5471 -1.3665 0.3653
N 0.4529 0.6659 1.5945
H 0.5062 0.4392 -1.6688
H 1.4523 -1.5917 -0.2127
C -2.5569 0.4488 -0.7104
C -0.0741 0.8149 -0.8187
H 0.3634 1.6781 1.6010
*
```

[7]
Density functional theory data (wB97M-V/def2-TZVPD) for a structure of composition C4H6N2 in a non-equilibrium geometry.

Output
ΔE to the lowest compared entry with this formula, charge and spin = 167.02 kcal/mol
LUMO energy = 0.356 eV
Highest occupied orbital energy = -7.06 eV
Gap between HOMO and LUMO = 7.413 eV
Largest force on an atom = 4.640 eV Å⁻¹

The geometry in ORCA input format:
```
! RIJCOSX wB97M-V def2-TZVPD def2/J DEFGRID3
* xyz 0 1
N -0.2422 0.3041 -0.1984
C 1.6035 -0.3859 -0.0021
C -1.5773 0.5959 -0.1947
H 1.7212 -0.6766 1.0740
H -0.4728 -1.7048 -0.6069
H 2.4911 -0.6818 -0.6581
C 0.2129 -0.9276 -0.2915
N 0.9539 0.9437 -0.1038
H -3.3406 -0.3043 0.2874
C -2.2807 -0.4752 0.1651
H 1.2491 1.5482 0.7842
H -1.7666 1.7053 -0.5042
*
```

[8]
Density functional theory data (wB97M-V/def2-TZVPD) for an isolated molecule of C4H6N2.

Output
ΔE to the lowest compared entry with this formula, charge and spin = 112.79 kcal/mol
LUMO energy = 0.518 eV
Highest occupied orbital energy = -7.44 eV
Gap between HOMO and LUMO = 7.962 eV
Largest force on an atom = 0.846 eV Å⁻¹

The geometry in ORCA input format:
```
! RIJCOSX wB97M-V def2-TZVPD def2/J DEFGRID3
* xyz 0 1
N 0.5861 -0.9685 0.1440
C -1.0547 0.4144 -0.5814
C -1.4061 -0.9870 -0.6802
H -1.7014 1.2573 -0.7977
H 0.8507 -0.3591 1.2185
H -2.3498 -1.3739 -1.0657
H 2.1382 1.2033 0.5700
H 0.7129 2.2246 1.0798
C 1.0640 1.2349 0.7827
H 1.4508 -1.2733 -0.3194
C 0.2157 0.4651 -0.0767
N -0.5065 -1.8378 -0.2740
*
```

[9]
Density functional theory data (wB97M-V/def2-TZVPD) for an isolated molecule of C4H6N2 in a non-equilibrium geometry.

Output
Structure (SMILES) = C[C@@]1(C#N)CN1
ΔE to the lowest compared entry with this formula, charge and spin = 47.04 kcal/mol
LUMO energy = 0.907 eV
Highest occupied orbital energy = -10.35 eV
Gap between HOMO and LUMO = 11.262 eV
Largest force on an atom = 1.488 eV Å⁻¹

The geometry in ORCA input format:
```
! RIJCOSX wB97M-V def2-TZVPD def2/J DEFGRID3
* xyz 0 1
H -1.3478 0.1306 1.6284
H 1.8373 -0.1866 -1.2227
H 1.5360 1.4350 -0.4110
C -0.6103 -1.1815 -1.0305
H 1.2058 -1.2901 0.6868
H -1.9875 0.8663 0.1618
C 1.2731 0.3875 -0.4970
H -0.6624 1.6216 1.0754
N -1.0177 -2.0971 -1.6164
C -0.1240 -0.0578 -0.2069
C -1.0892 0.6846 0.7066
N 0.9866 -0.3124 0.7254
*
```

[10]
Density functional theory data (wB97M-V/def2-TZVPD) for a cluster of 2 separate species, C4H6N2 in total in a non-equilibrium geometry.

Output
Structure (SMILES) = C=C1N[C@H]1C#N.[H][H]
ΔE to the lowest compared entry with this formula, charge and spin = 102.07 kcal/mol
LUMO energy = 0.819 eV
Highest occupied orbital energy = -9.57 eV
Gap between HOMO and LUMO = 10.388 eV
Largest force on an atom = 1.546 eV Å⁻¹

The geometry in ORCA input format:
```
! RIJCOSX wB97M-V def2-TZVPD def2/J DEFGRID3
* xyz 0 1
N 2.8758 0.9465 0.5213
C -0.9316 1.1374 -0.5527
C 1.9759 0.2208 0.5331
C -0.2769 0.0410 -0.2371
N 0.2164 -1.1628 -0.7102
H -1.5201 1.1758 -1.4618
H -1.7545 -1.1150 0.8202
C 0.7793 -0.5911 0.5448
H 0.6478 -1.2327 1.4163
H -0.8998 1.9826 0.1210
H 0.7676 -0.9819 -1.5429
H -1.8797 -0.4206 0.5479
*
```

[11]
Density functional theory data (wB97M-V/def2-TZVPD) for a structure of composition C4H6N2 in a non-equilibrium geometry.

Output
ΔE to the lowest compared entry with this formula, charge and spin = 74.16 kcal/mol
LUMO energy = 0.689 eV
Highest occupied orbital energy = -9.89 eV
Gap between HOMO and LUMO = 10.580 eV
Largest force on an atom = 2.083 eV Å⁻¹

The geometry in ORCA input format:
```
! RIJCOSX wB97M-V def2-TZVPD def2/J DEFGRID3
* xyz 0 1
C 0.2042 -0.0437 0.5576
H -0.1320 -0.6805 1.3829
H 1.0537 -1.9688 -0.4347
C 0.9379 -0.8607 -0.4873
C -0.8806 0.9170 0.0774
C -1.6913 0.1035 -0.8230
H -0.4151 1.7535 -0.4551
H -1.5056 1.3339 0.8762
N -2.2345 -0.6496 -1.5112
N 1.5047 0.4772 0.7097
H 1.2498 -0.5868 -1.5128
H 1.9087 0.2051 1.6203
*
```

[12]
Density functional theory data (wB97M-V/def2-TZVPD) for an isolated molecule of C4H6N2 in a non-equilibrium geometry.

Output
Structure (SMILES) = [H]/N=C(\C#C)NC
ΔE to the lowest compared entry with this formula, charge and spin = 78.12 kcal/mol
LUMO energy = 0.955 eV
Highest occupied orbital energy = -8.92 eV
Gap between HOMO and LUMO = 9.875 eV
Largest force on an atom = 3.641 eV Å⁻¹

The geometry in ORCA input format:
```
! RIJCOSX wB97M-V def2-TZVPD def2/J DEFGRID3
* xyz 0 1
C -0.1820 0.3238 -0.8906
H -0.8241 -1.8667 1.3151
C 0.2386 -1.5330 0.8125
H -0.1600 3.0438 1.6844
H 0.9314 -2.5627 0.6209
C -0.1862 2.1432 1.0460
N 0.0787 -0.9999 -0.5529
H 0.1554 -1.5388 -1.3883
C -0.1873 1.2668 0.2306
H -0.4531 1.6976 -2.2107
N -0.2863 0.6985 -2.0849
H 0.8750 -0.6725 1.4179
*
```

Question: Which formula does entry 10 have?
Answer: C4H6N2